The following is a quantum chemistry calculation of a structure of composition C20H16Co2NO6, from the OMol25 dataset.

```
45
Properties=species:S:1:pos:R:3:forces:R:3
C 1.524 4.577 -0.410 -0.56 -0.29 -0.19
C 2.705 3.742 -0.076 1.71 -1.31 0.45
N 2.675 2.456 0.015 1.51 1.19 0.41
C 4.055 1.944 0.458 -0.86 0.86 -0.31
C 5.013 3.178 0.438 -0.22 0.08 -0.26
C 4.090 4.410 0.184 -0.19 -0.79 0.22
H 1.788 5.638 -0.475 -0.15 -0.20 -0.01
H 1.110 4.218 -1.362 0.01 0.28 0.19
H 0.748 4.416 0.351 0.16 0.20 -0.21
H 3.991 1.533 1.488 -0.25 0.05 -0.75
H 4.390 1.155 -0.240 -0.32 0.29 0.45
H 5.567 3.265 1.385 -0.13 0.01 -0.36
H 5.740 3.069 -0.381 -0.16 0.09 0.32
H 4.419 5.008 -0.682 -0.23 -0.16 0.28
H 4.060 5.079 1.063 -0.14 -0.17 -0.36
O 0.442 0.832 0.804 -1.38 -0.62 -1.41
C -0.109 0.326 -0.089 2.32 0.37 1.41
Co -0.989 -0.566 -1.312 0.26 -0.17 -0.17
C -2.637 0.078 -1.276 -2.64 -0.18 -0.06
O -3.752 0.383 -1.155 1.67 0.02 -0.14
C -0.357 -0.365 -2.960 1.00 0.73 -1.70
O 0.042 -0.311 -4.047 -0.59 -0.16 1.35
C -1.237 -2.073 -0.036 -1.71 0.71 -1.04
C -2.342 -1.805 0.942 0.15 -0.57 -0.30
C -2.164 -0.781 1.883 -0.52 -0.09 0.41
C -3.245 -0.310 2.630 0.03 -0.36 0.14
C -4.514 -0.891 2.489 -0.10 0.12 -0.34
C -4.708 -1.888 1.516 0.31 -0.10 0.54
C -3.622 -2.392 0.782 -0.13 0.59 0.44
C -1.484 -2.711 -1.296 -0.48 -1.24 0.80
C -2.500 -3.171 -2.084 1.41 0.44 1.33
Co 0.202 -3.210 -0.592 1.10 -0.72 -0.65
C 1.375 -2.647 0.617 0.87 1.16 1.71
O 2.037 -2.170 1.444 -1.00 -0.96 -1.46
C 1.262 -3.201 -2.098 0.23 0.76 -1.39
O 1.866 -3.106 -3.085 -0.97 -0.43 1.86
C -0.098 -4.971 -0.216 -1.01 -1.34 0.62
O -0.431 -6.052 0.054 0.74 1.81 -0.57
H -1.178 -0.333 2.015 -0.43 -0.18 -0.09
H -3.080 0.516 3.333 -0.14 -0.39 -0.19
H -5.351 -0.548 3.122 0.45 -0.14 -0.52
H -5.715 -2.295 1.351 0.48 0.11 0.12
H -3.800 -3.195 0.056 0.27 0.46 0.41
H -2.302 -4.108 -2.610 -0.48 0.53 -0.46
H -3.485 -2.721 -1.938 0.08 -0.30 -0.53
```
Forces are in eV/Å.

Values from the calculation:
energy above the lowest of the compared OMol25 structures with the same formula, charge and spin	0.000	eV
net charge	-1

Atomic partial charges in e from the natural (NBO) method, atoms 1 to 4: C -0.67; C 0.28; N -0.38; C -0.25

***

The following is a quantum chemistry calculation of a cluster of 11 separate species, C34H102N9O11P3S8 in total, from the OMol25 dataset.

```
167
Properties=species:S:1:pos:R:3:forces:R:3
O -0.455 -2.505 3.223 0.10 0.19 -0.59
P 0.311 -2.556 4.481 -0.17 0.01 0.14
N 0.156 -1.123 5.310 -0.20 0.53 0.00
C 1.057 -0.810 6.390 0.96 0.41 0.01
C -0.306 0.049 4.591 -0.40 0.27 -0.36
N 1.906 -2.935 4.266 0.50 0.10 0.26
C 2.810 -3.340 5.337 0.13 -0.29 -0.29
C 2.562 -2.566 3.016 -0.84 0.53 -0.66
N -0.222 -3.653 5.576 0.26 -0.34 0.92
C 0.114 -5.069 5.502 -0.21 0.19 0.49
C -1.421 -3.327 6.331 -0.98 -0.35 -0.35
H 0.724 0.054 6.968 -0.50 -0.28 0.13
H 2.052 -0.471 6.039 -0.11 -0.29 -0.18
H 1.230 -1.669 7.034 -0.23 0.05 0.17
H -1.035 -0.260 3.847 0.04 0.01 -0.10
H 0.490 0.606 4.077 0.11 -0.13 0.06
H -0.810 0.759 5.253 0.09 -0.15 0.20
H 3.737 -2.768 5.267 -0.05 0.09 0.12
H 2.386 -3.200 6.325 -0.11 0.01 -0.03
H 3.085 -4.397 5.245 0.06 0.02 -0.02
H 2.094 -1.697 2.538 -0.27 -0.13 0.22
H 3.586 -2.227 3.168 0.17 -0.53 0.16
H 2.456 -3.356 2.270 0.55 -0.09 0.02
H -0.446 -5.582 4.717 0.29 -0.08 -0.19
H 1.188 -5.179 5.437 0.08 -0.29 -0.53
H -0.152 -5.548 6.447 -0.10 0.11 0.02
H -1.226 -2.904 7.317 0.07 0.23 -0.10
H -2.038 -4.219 6.481 0.37 -0.19 0.06
H -2.103 -2.708 5.740 0.27 0.41 0.25
O -0.702 -0.012 -3.159 -0.36 0.25 0.46
P 0.209 -0.033 -1.978 -0.54 -0.09 -1.08
N 1.198 1.299 -2.078 0.34 -0.08 -0.23
C 0.568 2.516 -2.575 -0.70 -0.12 0.16
C 2.309 1.490 -1.167 -0.60 -0.01 0.43
N 1.195 -1.328 -1.908 0.98 0.21 -0.06
C 0.698 -2.616 -1.465 -0.66 0.04 1.04
C 2.304 -1.425 -2.848 0.22 -0.40 -0.03
N -0.611 -0.100 -0.543 0.38 0.27 0.05
C 0.129 -0.093 0.713 -0.48 -0.52 0.36
C -1.910 0.517 -0.467 -0.85 -0.53 -0.61
H -0.395 2.718 -2.083 0.12 0.04 0.13
H 0.313 2.429 -3.630 0.33 0.12 -0.08
H 1.210 3.369 -2.361 0.11 -0.01 -0.25
H 1.942 1.883 -0.206 0.30 0.14 0.00
H 3.014 2.200 -1.602 0.19 -0.13 -0.01
H 2.766 0.524 -0.958 0.19 0.09 -0.06
H -0.209 -2.918 -1.997 0.15 -0.21 -0.12
H 1.449 -3.402 -1.496 0.18 0.17 -0.55
H 0.450 -2.579 -0.397 -0.18 0.19 -0.12
H 2.972 -2.150 -2.384 0.16 -0.13 -0.38
H 1.974 -1.770 -3.835 0.08 -0.21 0.04
H 2.899 -0.522 -2.999 -0.40 0.28 0.25
H 1.127 -0.510 0.582 0.07 0.23 -0.05
H 0.140 0.896 1.187 0.24 0.07 -0.17
H -0.401 -0.759 1.399 0.09 -0.01 0.18
H -1.918 1.613 -0.433 0.13 -0.02 0.35
H -2.484 0.082 0.357 0.16 0.27 0.22
H -2.455 0.228 -1.366 -0.05 0.17 -0.08
O -5.945 1.332 4.169 0.35 -0.21 0.09
P -6.305 0.556 2.968 -0.81 0.44 -0.16
N -6.623 1.410 1.577 0.57 -0.13 -0.30
C -7.826 2.223 1.487 0.05 -0.03 0.13
C -5.455 2.050 0.936 -0.93 -0.12 0.18
N -7.742 -0.238 3.223 -0.33 0.25 0.09
C -8.155 -0.458 4.598 -0.29 -0.59 0.07
C -8.366 -1.084 2.228 -0.02 -0.31 -0.04
N -5.124 -0.484 2.474 0.69 -0.01 -0.09
C -4.090 -0.837 3.443 -0.05 0.05 0.49
C -5.287 -1.439 1.378 -0.16 -0.28 1.22
H -7.746 3.128 2.102 -0.02 0.04 -0.11
H -8.695 1.663 1.825 0.03 -0.02 0.00
H -7.979 2.506 0.444 -0.03 0.06 0.02
H -5.398 3.096 1.250 0.17 0.03 -0.06
H -5.610 2.001 -0.144 0.24 0.09 -0.07
H -4.550 1.528 1.224 0.10 0.01 -0.11
H -7.577 -1.276 5.045 0.02 0.24 0.33
H -8.113 0.452 5.188 0.41 -0.02 0.04
H -9.197 -0.787 4.622 0.00 0.05 -0.21
H -7.905 -2.076 2.125 0.13 0.12 -0.03
H -9.397 -1.295 2.521 -0.08 0.29 -0.08
H -8.355 -0.585 1.259 -0.04 -0.13 -0.05
H -3.291 -1.420 2.980 -0.03 0.11 -0.20
H -3.672 0.067 3.884 0.04 0.00 -0.07
H -4.467 -1.432 4.288 -0.08 -0.07 -0.15
H -4.293 -1.656 0.989 -0.11 0.06 -0.43
H -5.993 -1.091 0.632 0.22 0.18 -0.18
H -5.688 -2.368 1.807 0.08 -0.16 -0.32
C 4.076 4.624 -3.816 -0.06 0.42 0.43
S 4.192 3.764 -5.380 -0.12 -0.24 -0.43
O 3.268 4.464 -6.318 -0.13 0.00 0.04
C 5.851 4.264 -5.898 -0.13 -0.58 0.38
H 3.974 5.702 -3.954 0.11 -0.03 -0.25
H 4.930 4.425 -3.170 0.04 -0.19 -0.12
H 3.170 4.263 -3.329 0.00 -0.08 -0.06
H 5.737 5.196 -6.445 0.20 0.17 0.19
H 6.224 3.472 -6.546 -0.09 0.09 -0.18
H 6.500 4.279 -5.024 0.09 0.38 -0.08
C -0.018 -5.173 1.204 0.05 -0.13 -0.51
S -1.017 -5.528 -0.248 0.14 0.17 -0.20
O -0.912 -6.993 -0.478 -0.08 -0.09 0.14
C -2.642 -5.197 0.422 -0.84 0.39 0.42
H -0.380 -5.765 2.041 0.05 0.02 0.08
H 0.009 -4.106 1.419 -0.15 0.03 0.16
H 0.961 -5.518 0.867 0.10 0.03 0.30
H -2.942 -4.161 0.241 0.27 0.02 -0.18
H -2.762 -5.346 1.497 0.33 -0.31 -0.04
H -3.346 -5.841 -0.104 0.13 -0.06 -0.08
C 0.770 5.027 0.624 -0.99 -1.04 -0.67
S -0.272 5.886 1.794 0.09 0.59 0.00
O -0.527 4.918 2.886 0.02 -0.24 0.12
C 0.974 7.044 2.442 -0.09 -0.16 -0.25
H 1.076 5.618 -0.238 0.46 0.31 0.36
H 0.075 4.300 0.181 0.05 -0.01 0.12
H 1.508 4.419 1.145 0.39 0.43 -0.01
H 0.754 7.063 3.506 0.17 0.13 0.05
H 0.862 8.032 1.999 -0.13 0.00 0.00
H 1.974 6.671 2.230 0.05 -0.07 0.25
C 4.117 -0.064 -6.492 -0.51 -0.22 -0.52
S 5.603 -0.203 -5.480 -1.28 0.29 -0.50
O 5.209 0.704 -4.357 0.71 -0.26 0.67
C 5.224 -1.922 -5.030 -0.04 0.22 0.21
H 3.284 -0.109 -5.788 0.13 -0.21 0.13
H 4.030 -0.883 -7.207 0.06 0.04 -0.02
H 3.988 0.884 -7.013 0.60 0.11 0.07
H 4.335 -1.911 -4.405 0.03 0.09 0.22
H 6.085 -2.332 -4.507 -0.06 -0.13 0.00
H 4.957 -2.504 -5.910 0.36 0.01 -0.13
C -3.782 -2.487 -2.893 0.79 -0.57 0.07
S -5.010 -1.348 -2.282 0.33 0.41 -0.10
O -6.335 -1.874 -2.684 -0.33 -0.21 0.13
C -4.664 -0.048 -3.478 0.06 0.43 0.06
H -4.037 -2.864 -3.884 -0.20 0.16 0.00
H -3.699 -3.334 -2.209 -0.29 0.01 0.00
H -2.785 -2.035 -2.918 -0.16 0.28 0.01
H -5.093 -0.418 -4.409 0.18 0.11 -0.12
H -3.607 0.217 -3.548 0.07 -0.37 -0.06
H -5.175 0.866 -3.173 -0.27 -0.18 0.04
C 4.893 7.534 -0.341 -0.33 0.67 0.12
S 6.060 6.577 -1.306 -0.40 0.47 -0.40
O 7.382 7.037 -0.827 0.22 -0.44 0.15
C 5.630 5.012 -0.542 0.51 -0.41 1.37
H 3.866 7.457 -0.703 0.02 -0.39 0.09
H 5.155 8.587 -0.447 0.26 -0.09 -0.19
H 4.999 7.293 0.717 -0.12 -0.18 -0.03
H 6.271 4.200 -0.884 -0.16 0.09 -0.47
H 4.571 4.764 -0.597 -0.01 0.09 -0.47
H 5.859 5.096 0.529 0.01 0.20 -0.11
C 0.433 -0.671 -6.394 0.05 0.78 0.37
S 0.039 -2.411 -6.580 -0.65 0.55 -0.06
O 1.256 -3.098 -6.093 0.59 -0.43 0.08
C -1.106 -2.443 -5.209 -0.82 -0.62 0.62
H 1.022 -0.313 -7.235 0.10 -0.20 -0.01
H 0.992 -0.602 -5.458 0.19 -0.09 -0.11
H -0.403 0.013 -6.239 -0.33 -0.36 -0.28
H -1.515 -3.447 -5.064 0.50 -0.19 -0.22
H -2.012 -1.845 -5.323 0.37 0.48 -0.34
H -0.578 -2.149 -4.303 0.01 0.19 -0.07
C 5.132 0.161 0.732 1.48 0.84 0.14
S 4.745 -1.520 0.268 -0.03 -0.55 -0.02
O 3.288 -1.537 -0.020 -0.26 -0.08 0.14
C 5.586 -1.494 -1.334 0.02 0.80 0.76
H 4.392 0.566 1.416 -0.36 -0.14 -0.27
H 5.340 0.797 -0.133 -0.73 0.03 -0.09
H 6.086 0.225 1.272 -0.12 -0.53 0.08
H 6.622 -1.290 -1.057 0.13 -0.15 -0.42
H 5.160 -0.645 -1.872 0.12 -0.12 -0.27
H 5.460 -2.424 -1.875 0.00 -0.14 0.16
```
Forces are in eV/Å.

Values from the calculation:
energy above the lowest of the compared OMol25 structures with the same formula, charge and spin	0.838	eV
net charge	0

Atomic partial charges in e from the Löwdin method, atoms 1 to 4: O -0.29; P 0.48; N -0.29; C -0.13

***

The following is a quantum chemistry calculation of a structure of composition C4H4LiO5Pb, from the OMol25 dataset.

```
15
Properties=species:S:1:pos:R:3:forces:R:3
O 1.459 1.107 0.172 2.68 0.93 1.61
C 1.974 0.250 0.994 1.60 -0.83 1.67
O 3.202 0.232 1.178 -0.61 0.29 -0.61
O 1.220 -0.604 1.649 -0.11 -0.16 -0.19
C -0.233 -0.466 1.781 0.12 0.21 0.53
C -1.014 -0.671 0.496 -0.45 -1.54 1.19
H -0.425 0.530 2.208 0.05 -0.21 -0.06
H -0.448 -1.210 2.561 -0.03 0.27 -0.32
H -2.063 -0.412 0.721 0.27 0.01 -0.23
H -1.017 -1.739 0.224 0.05 0.33 -0.04
O -2.729 -0.342 -4.305 0.50 0.41 -0.07
O -1.159 0.683 -2.948 -0.97 0.02 -3.29
C -1.923 0.198 -3.689 -1.47 -1.06 -0.45
Li 3.365 1.699 -0.113 0.02 -0.30 0.40
Pb -0.207 0.743 -0.929 -1.64 1.63 -0.13
```
Forces are in eV/Å.

Values from the calculation:
energy above the lowest of the compared OMol25 structures with the same formula, charge and spin	0.000	eV
net charge	+1

Atomic partial charges in e from the natural (NBO) method, atoms 1 to 4: O -0.95; C 0.98; O -0.73; O -0.49

***

The following is a quantum chemistry calculation of a cluster of 2 separate species, C40H42F6N2O4 in total, from the OMol25 dataset.

```
94
Properties=species:S:1:pos:R:3:forces:R:3
C 4.424 3.187 -2.965 -0.01 0.16 0.08
C 2.937 3.534 -2.964 0.07 -0.07 -0.01
C 2.178 2.591 -3.885 0.21 -0.14 -0.19
C 0.669 2.775 -3.896 0.26 -0.16 -0.35
C -0.070 2.477 -2.621 -1.24 0.02 0.45
C -1.012 3.506 -2.171 0.74 -0.90 -0.08
O -1.610 3.544 -1.102 -0.25 0.28 -0.44
O -1.074 4.500 -3.100 -1.05 1.01 -0.08
C -2.136 5.490 -3.104 0.69 -0.46 0.30
C -1.992 6.246 -4.412 0.07 0.04 -0.19
C -0.507 1.091 -2.511 -0.79 1.59 0.16
O -1.654 0.672 -2.370 0.80 -0.31 0.31
O 0.575 0.289 -2.683 0.19 -1.66 0.43
C 0.439 -1.137 -2.428 -0.16 0.78 -0.47
C 1.226 -1.801 -3.526 0.10 -0.12 -0.21
H 4.986 3.757 -2.221 0.01 0.03 -0.03
H 4.571 2.124 -2.754 0.00 0.01 0.01
H 4.863 3.390 -3.947 0.01 -0.05 0.07
H 2.522 3.482 -1.950 0.02 -0.08 -0.05
H 2.796 4.569 -3.296 0.00 -0.05 0.04
H 2.545 2.749 -4.910 0.03 -0.09 0.09
H 2.417 1.552 -3.618 -0.01 0.21 -0.05
H 0.428 3.809 -4.168 0.30 -0.46 -0.20
H 0.249 2.107 -4.671 0.22 0.32 -0.11
H -3.101 4.975 -3.027 0.15 0.15 0.11
H -1.988 6.159 -2.249 -0.24 -0.12 -0.05
H -2.695 7.081 -4.472 -0.01 -0.06 0.14
H -0.978 6.657 -4.503 -0.20 -0.11 0.04
H -2.180 5.605 -5.282 0.09 0.01 0.26
H 0.860 -1.341 -1.433 0.00 0.04 -0.23
H -0.622 -1.403 -2.438 0.13 0.03 0.00
H 1.255 -2.888 -3.421 0.08 0.07 0.09
H 0.759 -1.568 -4.489 0.15 -0.02 0.12
H 2.245 -1.392 -3.522 -0.17 -0.24 -0.09
F -6.216 -2.572 -1.781 0.29 0.67 0.84
C -5.791 -1.582 -0.952 -0.03 1.39 -1.34
F -4.715 -0.973 -1.546 -1.10 -0.73 0.33
F -6.780 -0.626 -0.885 0.68 -1.00 -0.22
C -5.424 -2.037 0.431 0.19 0.16 0.49
N -4.930 -0.880 1.182 0.07 -1.00 -0.30
C -5.785 -0.401 2.203 -1.23 0.33 0.50
C -5.999 -1.207 3.338 0.26 0.45 -0.46
C -6.962 -0.849 4.274 -0.08 0.21 -0.16
C -7.757 0.285 4.053 0.17 -0.15 -0.19
C -7.578 1.062 2.901 0.20 -0.15 0.34
C -6.576 0.737 1.987 0.10 -0.38 0.17
C -3.636 -0.456 1.005 0.60 0.46 0.23
C -3.295 0.903 1.210 0.11 -0.23 -0.19
C -2.062 1.366 0.797 0.11 0.40 0.10
C -1.019 0.478 0.434 -0.06 -0.57 -0.38
C 0.326 0.913 0.237 -0.75 0.33 1.68
C 1.413 0.181 0.809 0.77 -0.84 -0.07
C 2.757 0.362 0.375 -0.28 0.06 0.15
C 3.793 -0.412 0.859 -0.15 0.09 0.00
C 3.551 -1.459 1.782 -0.83 0.41 -0.04
N 4.539 -2.331 2.145 0.74 0.53 -0.37
C 5.795 -2.363 1.384 -0.29 0.14 0.65
C 5.583 -3.197 0.157 -0.97 -1.21 -1.27
F 6.655 -3.257 -0.677 -0.83 0.10 0.88
F 5.246 -4.483 0.518 0.55 1.05 -0.50
F 4.515 -2.729 -0.574 1.19 -0.50 0.45
C 4.498 -3.164 3.296 0.22 -1.05 0.83
C 3.913 -4.442 3.245 0.27 0.40 -0.08
C 4.199 -5.374 4.241 0.00 0.23 0.45
C 5.000 -5.015 5.335 -0.07 0.33 -0.23
C 5.497 -3.707 5.439 -0.21 -0.31 0.06
C 5.245 -2.790 4.427 -0.29 0.04 -0.59
C 2.244 -1.595 2.317 0.27 0.24 -0.20
C 1.228 -0.784 1.855 -0.30 -0.06 -0.49
C -1.361 -0.903 0.345 0.13 -0.08 0.30
C -2.633 -1.361 0.604 0.23 0.17 -0.11
H -6.322 -2.407 0.932 0.23 -0.15 -0.18
H -4.662 -2.813 0.338 -0.37 -0.10 0.07
H -5.401 -2.115 3.435 -0.17 0.25 0.14
H -7.096 -1.471 5.160 -0.07 0.23 -0.22
H -8.535 0.541 4.772 0.18 -0.02 -0.19
H -8.224 1.917 2.706 0.17 -0.19 0.11
H -6.426 1.313 1.075 -0.10 -0.13 0.22
H -4.043 1.579 1.625 0.23 -0.08 -0.34
H -1.859 2.436 0.758 -0.07 -0.31 0.14
H 0.504 1.936 -0.073 -0.08 0.02 -0.27
H 2.966 1.105 -0.393 -0.07 -0.07 0.13
H 4.807 -0.221 0.505 -0.57 -0.03 -0.05
H 6.117 -1.366 1.071 0.17 -0.29 0.25
H 6.549 -2.843 2.015 0.00 0.21 -0.29
H 3.266 -4.696 2.404 0.35 -0.02 0.14
H 3.797 -6.385 4.174 0.07 0.30 0.01
H 5.222 -5.740 6.118 -0.06 0.16 -0.25
H 6.087 -3.403 6.305 -0.17 -0.15 -0.24
H 5.627 -1.767 4.466 0.04 -0.33 0.05
H 2.044 -2.362 3.069 0.06 0.36 -0.20
H 0.233 -0.916 2.283 0.31 0.15 -0.11
H -0.599 -1.626 0.062 -0.18 0.22 0.07
H -2.853 -2.426 0.534 0.20 0.39 -0.14
```
Forces are in eV/Å.

Values from the calculation:
energy above the lowest of the compared OMol25 structures with the same formula, charge and spin	0.000	eV
net charge	0

Atomic partial charges in e from the Löwdin method, atoms 1 to 4: C -0.13; C -0.27; C -0.23; C -0.17

***

For reference, orbital gap by record: 5.984 8.164 7.524 4.142 eV.